# 1
ORCA calculation (ωB97M-V/def2-TZVPD) on a 9-piece molecular cluster, C25H36Cl6F2O18 overall at a distorted geometry.

Output
⟨S²⟩: 0.7561
Frontier orbital gap (spin up / spin down): 9.3 / 1.9 eV
Highest occupied orbital energy (spin up / spin down): -11.9 / -11.9 eV
Largest force on an atom: 7.023 eV/A
Calculated total energy: -143921.08305 eV

```
! wB97M-V def2-TZVPD RIJCOSX def2/J DEFGRID3
* xyz 1 2
C -5.83 -0.60 1.22
C -5.45 -2.05 1.45
C -4.38 -2.75 0.65
O -3.60 -3.32 1.67
C -3.78 -2.76 2.84
O -3.20 -3.05 3.84
O -4.86 -1.98 2.75
H -6.20 -0.60 0.19
H -5.08 0.19 1.31
H -6.74 -0.29 1.72
H -6.34 -2.66 1.60
H -3.71 -2.06 0.13
H -4.70 -3.60 0.05
C 7.10 -1.26 -1.43
C 5.76 -0.86 -0.73
C 6.11 0.02 0.43
O 5.04 0.85 0.53
C 4.22 0.69 -0.47
O 3.15 1.26 -0.67
O 4.83 -0.06 -1.47
H 7.03 -1.61 -2.46
H 7.54 -2.02 -0.79
H 7.80 -0.41 -1.43
H 5.31 -1.83 -0.51
H 6.93 0.64 0.07
H 6.24 -0.44 1.41
C -5.96 1.27 -4.01
C -4.68 1.89 -4.60
C -3.39 1.71 -3.72
O -2.39 1.58 -4.69
C -3.05 1.10 -5.87
O -2.39 0.61 -6.84
O -4.32 1.15 -5.72
H -5.79 0.29 -3.56
H -6.68 1.11 -4.81
H -6.35 1.93 -3.24
H -4.87 2.85 -5.07
H -3.34 0.82 -3.09
H -3.08 2.55 -3.10
C 0.70 1.21 1.79
C 0.18 -0.04 1.25
C -1.10 -0.57 1.84
O -1.98 -0.56 0.74
C -1.34 -0.25 -0.41
O -1.92 -0.30 -1.48
O -0.18 0.23 -0.12
H 1.71 1.33 1.40
H 0.82 1.14 2.87
H -0.04 2.00 1.64
H 0.91 -0.85 1.27
H -1.47 0.08 2.63
H -0.99 -1.57 2.27
C 2.17 2.65 4.92
Cl 0.49 2.36 5.17
Cl 3.12 1.23 5.01
H 2.33 3.13 3.96
H 2.63 3.34 5.62
C -0.19 -3.11 5.71
Cl 0.65 -1.97 4.70
Cl -0.50 -2.36 7.17
H -1.11 -3.46 5.23
H 0.45 -3.96 5.95
C 1.10 0.24 -3.75
Cl 2.80 0.35 -4.32
Cl 0.48 -1.44 -3.90
H 1.29 0.50 -2.71
H 0.42 0.96 -4.20
C 1.87 4.38 -1.19
C 2.76 5.64 -0.85
O 2.21 5.98 0.47
C 1.62 4.96 1.00
O 1.35 4.99 2.25
O 1.56 3.96 0.16
F 2.52 6.66 -1.68
H 2.27 3.60 -1.84
H 0.98 4.68 -1.74
H 3.82 5.45 -0.68
C 0.43 -4.03 -0.66
C 1.92 -3.72 -0.42
O 2.03 -3.77 1.00
C 0.82 -3.94 1.54
O 0.54 -4.44 2.62
O -0.13 -3.84 0.63
F 2.18 -2.55 -0.93
H 0.40 -4.90 -1.32
H -0.06 -3.26 -1.26
H 2.59 -4.40 -0.94
*
```

=====

# 2
ORCA calculation (ωB97M-V/def2-TZVPD) on an isolated ion of composition C8H13ClFNOPS and charge +1 at a distorted geometry.

Output
Frontier orbital gap: 8.8 eV
Highest occupied orbital energy: -13.3 eV
Relative energy (zero: lowest compared OMol25 entry of this formula, charge and spin): 15.3 kcal/mol
Largest force on an atom: 1.909 eV/A
Calculated total energy: -47401.90863 eV

```
! wB97M-V def2-TZVPD RIJCOSX def2/J DEFGRID3
* xyz 1 1
C 2.19 -1.56 -0.31
C 2.63 -0.34 -0.14
C 2.14 0.43 1.09
C 0.63 0.36 1.08
N -0.16 0.84 0.15
P 0.23 1.78 -1.36
O 1.58 2.62 -1.00
Cl 0.87 0.49 -2.82
C -1.58 0.51 0.45
C -1.88 -0.91 -0.13
C -1.99 -0.93 -1.67
F -1.06 -1.84 -2.15
C -1.72 0.39 1.96
S -0.15 -0.42 2.43
H 2.32 -2.05 -1.27
H 1.66 -2.09 0.48
H 3.29 0.10 -0.87
H 2.44 1.48 1.07
H 2.51 -0.09 1.98
H 1.52 2.99 -0.10
H -2.26 1.24 -0.01
H -2.80 -1.25 0.34
H -1.10 -1.63 0.13
H -2.96 -1.35 -1.95
H -1.84 0.05 -2.12
H -1.87 1.33 2.50
H -2.63 -0.15 2.21
*
```

=====

# 3
ORCA calculation (ωB97M-V/def2-TZVPD) on C2HAlO2 as an isolated structure at a distorted geometry.

Output
Frontier orbital gap (spin up / spin down): 6.8 / 7.2 eV
Highest occupied orbital energy (spin up / spin down): -21.6 / -21.6 eV
Relative energy (zero: lowest compared OMol25 entry of this formula, charge and spin): 0.0 kcal/mol
Largest force on an atom: 3.040 eV/A
Calculated total energy: -12752.35448 eV

```
! wB97M-V def2-TZVPD RIJCOSX def2/J DEFGRID3
* xyz 2 1
H -1.82 1.61 -1.41
C -0.97 0.96 -1.24
C 0.02 0.26 -1.06
O 0.98 -0.60 2.41
O 0.68 -1.42 1.59
Al 1.11 -0.81 -0.29
*
```

=====

# 4
ORCA calculation (ωB97M-V/def2-TZVPD) on C25H30Br2ClEuN7O4 as an isolated structure at a distorted geometry.

Output
⟨S²⟩: 15.7596
Frontier orbital gap (spin up / spin down): 4.5 / 6.7 eV
Highest occupied orbital energy (spin up / spin down): -4.9 / -7.2 eV
Relative energy (zero: lowest compared OMol25 entry of this formula, charge and spin): 9.3 kcal/mol
Largest force on an atom: 4.268 eV/A
Calculated total energy: -216971.99724 eV

```
! wB97M-V def2-TZVPD RIJCOSX def2/J DEFGRID3
* xyz 0 8
Eu -0.22 -0.14 0.26
N 0.64 -1.33 2.54
C 1.73 -0.93 3.42
C 3.10 -1.18 2.74
C 3.37 -0.26 1.58
N 2.57 -0.48 0.37
H -0.20 -1.48 3.10
H 0.86 -2.21 1.99
H 1.64 -1.39 4.40
H 1.65 0.17 3.65
H 3.19 -2.24 2.40
H 3.90 -1.07 3.48
H 4.42 -0.34 1.29
H 3.16 0.77 1.91
H 2.78 -1.40 -0.09
H 2.73 0.27 -0.35
Br -2.27 3.86 5.97
C -1.94 2.99 4.34
C -0.95 3.47 3.48
C -0.67 2.76 2.34
N -1.30 1.63 2.08
C -2.38 1.26 2.79
C -2.70 1.87 4.01
C -3.16 0.13 2.36
C -4.44 -0.10 2.90
C -4.99 -1.35 2.69
Br -6.44 -1.96 3.77
C -4.47 -2.17 1.71
C -3.37 -1.75 0.98
N -2.60 -0.75 1.48
H -0.45 4.42 3.73
H 0.09 2.98 1.63
H -3.44 1.46 4.71
H -4.97 0.59 3.57
H -4.85 -3.16 1.48
H -3.00 -2.27 0.11
C 0.99 -4.47 -4.03
N 0.68 -3.87 -2.72
C 0.37 -4.66 -1.53
C 0.24 -3.51 -0.52
O -0.08 -3.62 0.70
N 0.55 -2.27 -1.09
C 0.72 -2.54 -2.40
N 1.02 -1.59 -3.25
H 1.55 -5.39 -3.90
H 1.53 -3.78 -4.70
H 0.00 -4.82 -4.48
H 1.17 -5.34 -1.25
H -0.53 -5.25 -1.57
H 1.11 -0.63 -2.90
H 1.06 -1.72 -4.24
C -2.84 -0.16 -2.04
O -1.60 -0.29 -1.47
H -3.03 -1.04 -2.70
H -2.93 0.69 -2.72
H -3.60 -0.01 -1.26
Cl 2.61 6.76 -4.91
C 2.35 5.32 -4.01
C 1.76 5.50 -2.72
C 1.45 4.41 -1.92
C 1.65 3.09 -2.38
C 2.29 2.95 -3.63
C 2.60 4.02 -4.47
C 1.28 1.87 -1.57
O 0.46 2.05 -0.54
O 1.79 0.71 -1.96
H 1.63 6.53 -2.40
H 1.08 4.55 -0.87
H 2.63 1.94 -3.88
H 3.04 3.87 -5.44
*
```

=====

Copy entry 1 word for word.
ORCA calculation (ωB97M-V/def2-TZVPD) on a 9-piece molecular cluster, C25H36Cl6F2O18 overall at a distorted geometry.

Output
⟨S²⟩: 0.7561
Frontier orbital gap (spin up / spin down): 9.3 / 1.9 eV
Highest occupied orbital energy (spin up / spin down): -11.9 / -11.9 eV
Largest force on an atom: 7.023 eV/A
Calculated total energy: -143921.08305 eV

```
! wB97M-V def2-TZVPD RIJCOSX def2/J DEFGRID3
* xyz 1 2
C -5.83 -0.60 1.22
C -5.45 -2.05 1.45
C -4.38 -2.75 0.65
O -3.60 -3.32 1.67
C -3.78 -2.76 2.84
O -3.20 -3.05 3.84
O -4.86 -1.98 2.75
H -6.20 -0.60 0.19
H -5.08 0.19 1.31
H -6.74 -0.29 1.72
H -6.34 -2.66 1.60
H -3.71 -2.06 0.13
H -4.70 -3.60 0.05
C 7.10 -1.26 -1.43
C 5.76 -0.86 -0.73
C 6.11 0.02 0.43
O 5.04 0.85 0.53
C 4.22 0.69 -0.47
O 3.15 1.26 -0.67
O 4.83 -0.06 -1.47
H 7.03 -1.61 -2.46
H 7.54 -2.02 -0.79
H 7.80 -0.41 -1.43
H 5.31 -1.83 -0.51
H 6.93 0.64 0.07
H 6.24 -0.44 1.41
C -5.96 1.27 -4.01
C -4.68 1.89 -4.60
C -3.39 1.71 -3.72
O -2.39 1.58 -4.69
C -3.05 1.10 -5.87
O -2.39 0.61 -6.84
O -4.32 1.15 -5.72
H -5.79 0.29 -3.56
H -6.68 1.11 -4.81
H -6.35 1.93 -3.24
H -4.87 2.85 -5.07
H -3.34 0.82 -3.09
H -3.08 2.55 -3.10
C 0.70 1.21 1.79
C 0.18 -0.04 1.25
C -1.10 -0.57 1.84
O -1.98 -0.56 0.74
C -1.34 -0.25 -0.41
O -1.92 -0.30 -1.48
O -0.18 0.23 -0.12
H 1.71 1.33 1.40
H 0.82 1.14 2.87
H -0.04 2.00 1.64
H 0.91 -0.85 1.27
H -1.47 0.08 2.63
H -0.99 -1.57 2.27
C 2.17 2.65 4.92
Cl 0.49 2.36 5.17
Cl 3.12 1.23 5.01
H 2.33 3.13 3.96
H 2.63 3.34 5.62
C -0.19 -3.11 5.71
Cl 0.65 -1.97 4.70
Cl -0.50 -2.36 7.17
H -1.11 -3.46 5.23
H 0.45 -3.96 5.95
C 1.10 0.24 -3.75
Cl 2.80 0.35 -4.32
Cl 0.48 -1.44 -3.90
H 1.29 0.50 -2.71
H 0.42 0.96 -4.20
C 1.87 4.38 -1.19
C 2.76 5.64 -0.85
O 2.21 5.98 0.47
C 1.62 4.96 1.00
O 1.35 4.99 2.25
O 1.56 3.96 0.16
F 2.52 6.66 -1.68
H 2.27 3.60 -1.84
H 0.98 4.68 -1.74
H 3.82 5.45 -0.68
C 0.43 -4.03 -0.66
C 1.92 -3.72 -0.42
O 2.03 -3.77 1.00
C 0.82 -3.94 1.54
O 0.54 -4.44 2.62
O -0.13 -3.84 0.63
F 2.18 -2.55 -0.93
H 0.40 -4.90 -1.32
H -0.06 -3.26 -1.26
H 2.59 -4.40 -0.94
*
```